1.
111
Properties=species:S:1:pos:R:3:forces:R:3 method="wB97M-V/def2-TZVPD" molar_mass_g_mol=1144.6 homo_ev=-9.512 total_charge=0 total_energy_ha=-4965.75603 smiles=FC(F)C(F)(F)COC(F)(F)C(F)F.FC(F)C(F)(F)COC(F)(F)C(F)F.FC(F)C(F)(F)COC(F)(F)C(F)F.FC(F)C(F)(F)COC(F)(F)C(F)F.C1CCOC1.C1CCOC1.C1CCOC1 gap_ev=9.8
F 3.05440 0.06350 -4.21011 -0.20 -0.18 0.13
C 2.05773 -0.83992 -4.42350 0.18 -0.10 -0.42
F 1.95107 -1.63822 -3.34242 0.04 0.01 0.15
C 0.74807 -0.09550 -4.65390 -0.55 0.15 1.01
F 0.31359 0.44757 -3.47313 0.40 0.09 -0.19
F -0.20331 -1.00440 -4.98678 0.25 -0.10 -0.37
C 0.83612 1.00845 -5.66373 -0.32 0.84 -0.21
O 1.31063 0.46552 -6.89110 0.02 0.13 0.11
C 0.56828 0.78200 -7.98032 -0.03 -0.08 0.27
F -0.65567 0.19998 -7.89254 -0.09 0.18 -0.19
F 0.36451 2.11373 -8.07207 0.02 -0.13 -0.08
C 1.28978 0.22044 -9.20065 0.59 -0.32 0.03
F 0.72222 0.67840 -10.32552 -0.09 -0.02 -0.02
F 2.59188 0.60433 -9.17365 -0.22 0.19 -0.09
H 2.30122 -1.44721 -5.29823 0.10 0.02 0.07
H 1.48622 1.82324 -5.34338 0.31 -0.36 0.17
H -0.14266 1.48614 -5.75132 -0.14 -0.40 -0.14
H 1.27710 -0.87208 -9.15909 -0.22 0.05 -0.17
F -3.69058 1.69783 -1.29362 0.14 -0.05 0.16
C -4.24491 1.39277 -0.09361 -0.26 -0.11 -0.21
F -3.58230 0.32673 0.41946 -0.08 0.05 0.04
C -4.13595 2.58953 0.84898 -0.12 0.48 0.02
F -5.04689 2.41078 1.84392 0.13 -0.20 0.11
F -4.54991 3.68393 0.15545 0.01 -0.19 -0.07
C -2.74899 2.84766 1.40790 -0.36 -0.08 -0.24
O -2.78610 4.11626 2.05009 0.30 -0.12 0.15
C -1.92845 5.05201 1.58269 -0.88 0.12 -0.17
F -0.67840 4.56347 1.47125 0.24 0.16 -0.07
F -2.30998 5.49555 0.35380 0.40 -0.19 0.12
C -1.97310 6.21401 2.57086 0.01 0.37 0.43
F -1.25530 7.26102 2.10006 -0.09 -0.19 -0.07
F -3.26203 6.60253 2.72103 0.22 0.05 -0.11
H -5.29516 1.13174 -0.24660 0.05 -0.03 0.01
H -2.05535 2.80412 0.56946 0.18 0.10 0.13
H -2.48092 2.09527 2.14229 0.03 -0.11 -0.06
H -1.57830 5.92890 3.54943 0.01 -0.09 -0.10
F 1.43251 -5.68854 -2.04245 0.21 -0.05 0.09
C 1.84644 -4.62405 -1.31610 -0.50 0.12 -0.43
F 0.75266 -4.17911 -0.63900 0.54 0.04 0.21
C 2.97069 -5.06215 -0.36974 0.35 -0.14 -0.18
F 3.86358 -5.74882 -1.14691 -0.21 0.06 0.02
F 2.48176 -5.91767 0.54941 -0.04 -0.06 0.14
C 3.75856 -3.98512 0.35132 0.63 -0.02 0.40
O 4.16354 -3.00295 -0.60090 -0.94 0.03 -0.06
C 4.96316 -2.01992 -0.14001 0.31 -0.57 -0.49
F 4.35642 -1.25667 0.78717 -0.08 0.13 0.33
F 6.07297 -2.55307 0.42623 -0.01 0.30 0.16
C 5.33328 -1.15408 -1.34113 0.42 0.34 -0.25
F 6.29636 -0.27622 -0.96521 -0.14 -0.15 -0.04
F 5.82960 -1.94534 -2.32322 -0.04 0.18 0.19
H 2.18906 -3.84722 -2.00120 0.01 0.05 0.06
H 4.67887 -4.44360 0.72061 -0.24 -0.34 0.11
H 3.22979 -3.58179 1.21803 -0.28 0.20 -0.34
H 4.47828 -0.59428 -1.72146 -0.10 -0.07 0.02
F 2.56959 1.88307 -0.59564 -0.14 0.24 0.20
C 2.33257 3.14298 -0.11480 0.24 -0.02 -0.44
F 1.05687 3.48411 -0.41940 0.31 -0.18 0.08
C 2.55385 3.17950 1.39055 -0.18 0.39 0.60
F 2.26620 4.45645 1.79235 0.05 -0.30 -0.11
F 3.87388 2.98586 1.62205 0.20 -0.01 -0.13
C 1.74334 2.17914 2.16850 -0.49 -0.47 -1.10
O 1.96641 2.37626 3.53960 0.19 0.11 0.16
C 0.94044 2.07671 4.36023 0.15 0.27 -0.03
F -0.21728 2.65412 3.93665 -0.08 -0.08 0.17
F 0.71354 0.75186 4.42357 -0.13 -0.17 0.03
C 1.31006 2.64735 5.72494 -0.15 0.46 0.59
F 0.29523 2.45240 6.60900 0.18 -0.26 -0.21
F 2.42410 2.04346 6.18541 -0.19 -0.10 -0.02
H 3.03597 3.83175 -0.59131 -0.16 0.00 -0.07
H 2.03399 1.18190 1.82673 0.19 -0.04 0.28
H 0.69410 2.27769 1.88461 0.00 0.17 0.15
H 1.48271 3.72377 5.66137 0.07 -0.05 -0.16
C -3.11452 0.33737 6.28166 -0.90 -0.82 0.15
C -2.25519 -0.07164 7.47497 0.43 0.30 0.16
C -2.12048 -1.56520 7.26312 -0.17 -0.65 0.89
O -2.08092 -1.78334 5.87276 0.20 -0.21 -0.25
C -2.82422 -0.76818 5.22955 0.58 1.40 -0.09
H -2.92678 1.31953 5.85854 0.05 0.12 0.20
H -4.15575 0.27555 6.61178 -0.03 0.20 -0.23
H -2.70029 0.15146 8.44504 -0.19 0.04 -0.10
H -1.28539 0.43133 7.47842 0.06 -0.17 -0.21
H -2.95991 -2.12361 7.71048 -0.23 0.30 -0.17
H -1.25662 -2.01552 7.75864 0.29 0.20 -0.41
H -3.69467 -1.15585 4.70126 -0.17 -0.13 0.25
H -2.19156 -0.25845 4.49136 0.11 -0.55 -0.23
C -2.64179 -3.05259 -3.84507 0.52 -0.04 -0.20
C -2.52720 -2.19286 -2.58856 0.12 0.08 -0.20
C -2.71902 -3.23279 -1.47997 -0.57 0.48 -0.65
O -2.26113 -4.47230 -2.00090 0.24 -0.31 0.13
C -1.89075 -4.29040 -3.35967 0.38 0.41 0.00
H -2.08308 -2.61239 -4.67133 -0.26 0.06 -0.13
H -3.65767 -3.27304 -4.17023 -0.08 0.00 0.17
H -3.19801 -1.33842 -2.49897 -0.24 -0.17 -0.10
H -1.52061 -1.76444 -2.61771 0.05 -0.12 0.35
H -3.79572 -3.36855 -1.33447 0.03 0.26 0.51
H -2.21938 -2.92551 -0.56005 0.05 -0.39 0.13
H -2.05887 -5.19369 -3.94136 -0.20 -0.12 0.17
H -0.81208 -4.06934 -3.38429 -0.02 -0.10 -0.17
C 0.46098 -0.98111 -0.42764 0.06 0.19 0.71
C 0.40958 -1.45184 1.03757 0.05 -0.07 0.18
C -0.68724 -0.61173 1.66927 -0.35 -0.59 -0.16
O -0.71777 0.58323 0.91248 0.17 0.83 0.18
C -0.38828 0.30988 -0.44004 -0.17 -0.96 -0.43
H 0.06039 -1.74821 -1.08306 0.15 0.08 -0.22
H 1.50824 -0.77810 -0.62516 0.05 0.01 -0.63
H 1.34684 -1.22803 1.54173 0.22 0.00 0.01
H 0.25026 -2.52521 1.11856 -0.14 0.03 0.09
H -0.50459 -0.36626 2.71231 0.04 0.10 -0.01
H -1.65201 -1.13817 1.62141 -0.02 0.15 -0.12
H 0.12997 1.14290 -0.90641 0.04 0.21 0.33
H -1.30648 0.14759 -1.01734 -0.03 -0.02 0.07



2.
79
Properties=species:S:1:pos:R:3:forces:R:3 method="wB97M-V/def2-TZVPD" molar_mass_g_mol=533.7 homo_ev=-7.194 total_charge=0 total_energy_ha=-1732.96776 smiles="C#CC1=C([C@H](C)F)C(=O)C(CC[C@@H](C)CCC=C(C)C)=C(O)C1=O.c1cc[nH]c1.c1cc[nH]c1.c1cc[nH]c1" gap_ev=5.4
C 5.59205 0.06174 0.76209 0.30 -0.11 -0.35
C 4.44529 -0.03200 0.42391 -0.40 0.82 0.21
C 3.08075 0.22250 0.04378 -0.23 -0.40 -0.13
C 2.74574 0.87476 -1.07885 -0.04 -0.21 0.23
C 3.76813 1.42545 -2.03877 -0.45 0.28 -0.57
C 3.70548 2.94524 -2.23877 0.39 -0.31 -0.23
F 3.50869 0.80724 -3.27805 0.13 0.00 0.07
C 1.28320 1.06793 -1.39833 0.09 0.34 0.10
O 0.97821 1.84303 -2.27672 -0.10 -0.07 -0.05
C 0.20870 0.34631 -0.62243 0.41 0.26 -0.09
C -1.18728 0.43851 -1.17751 0.34 -0.37 -0.70
C -2.01510 -0.86607 -1.11132 -0.23 0.87 0.49
C -2.97568 -1.07752 -2.28584 -1.09 -0.85 0.47
C -3.53290 -2.51457 -2.14444 0.04 0.06 0.07
C -4.20813 -0.14374 -2.23692 0.73 0.53 -0.34
C -3.94436 1.33453 -2.72070 -1.47 -1.46 1.26
C -4.62875 2.36543 -1.83139 0.28 0.18 0.22
C -4.04663 3.08335 -0.80292 -0.26 0.02 0.04
C -3.58472 2.45129 0.51086 2.05 -0.44 -2.03
C -3.88283 4.59844 -0.92958 -1.27 -0.60 1.15
C 0.57773 -0.27158 0.50492 0.01 -0.32 -0.22
O -0.32446 -0.90146 1.31273 -0.06 0.29 0.00
C 2.00206 -0.28862 0.96298 0.44 -0.11 0.03
O 2.31658 -0.73336 2.04130 -0.21 -0.16 0.14
H 6.64417 0.18311 0.89584 -0.13 -0.20 0.25
H 4.78181 1.12390 -1.77455 -0.22 -0.12 0.27
H 3.09182 3.15869 -3.11486 -0.16 -0.02 0.28
H 4.71652 3.29639 -2.46350 -0.15 0.13 0.18
H 3.31496 3.45574 -1.35607 0.09 0.02 -0.12
H -1.69622 1.30246 -0.74324 -0.01 -0.21 0.05
H -1.07298 0.68904 -2.23808 0.13 0.08 0.19
H -1.35602 -1.72681 -0.95853 -0.02 0.07 -0.36
H -2.63762 -0.81600 -0.20700 0.12 -0.22 -0.08
H -2.50887 -0.97567 -3.27371 0.26 0.05 0.23
H -4.23963 -2.57435 -1.30621 0.12 0.14 -0.06
H -4.09326 -2.81786 -3.03378 0.21 -0.07 0.05
H -2.74428 -3.23906 -1.91256 -0.10 0.00 -0.31
H -5.01143 -0.58720 -2.83608 0.14 0.07 0.01
H -4.59949 -0.08068 -1.21554 0.19 -0.26 -0.04
H -2.88942 1.55174 -2.87468 -0.08 0.04 0.26
H -4.43311 1.44007 -3.69497 0.21 0.13 0.05
H -5.70065 2.52192 -2.00856 0.57 1.34 -1.31
H -2.50632 2.63199 0.65301 -0.23 0.13 0.61
H -4.16040 2.85005 1.34569 -0.06 0.00 -0.15
H -3.69076 1.36868 0.40183 -0.22 0.09 0.48
H -3.23654 4.93382 -0.11172 -0.16 0.14 -0.09
H -3.39955 4.82554 -1.87700 -0.22 0.11 0.03
H -4.85784 5.09836 -0.82752 0.26 0.29 -0.26
H -0.27105 -1.85806 1.20162 0.16 0.02 0.20
C 4.66558 -3.86884 5.56532 -0.01 -0.04 -0.02
C 4.66867 -2.83470 6.53867 0.00 0.03 0.04
C 4.35211 -1.66816 5.89305 0.02 0.04 -0.05
N 4.16220 -1.95623 4.57051 0.01 0.04 0.00
C 4.34651 -3.29406 4.36280 0.01 0.04 -0.06
H 4.87228 -4.91352 5.72920 -0.01 0.01 0.00
H 4.87826 -2.93571 7.59068 -0.01 0.00 -0.01
H 4.24690 -0.66140 6.26019 0.00 -0.02 0.02
H 3.92130 -1.28815 3.85746 -0.10 -0.06 -0.03
H 4.23609 -3.72069 3.38034 0.01 -0.01 0.01
C -3.55418 -7.35994 -0.91843 0.01 0.00 0.03
C -4.17508 -7.35116 -2.19640 -0.01 0.00 -0.03
C -3.36310 -6.64129 -3.03957 0.02 0.07 -0.04
N -2.27823 -6.21786 -2.32109 -0.04 -0.07 0.03
C -2.38557 -6.65560 -1.02845 0.05 0.08 0.01
H -3.92339 -7.83043 -0.02247 0.01 0.00 -0.01
H -5.11021 -7.81366 -2.46479 0.01 0.00 0.00
H -3.46318 -6.40079 -4.08430 -0.02 -0.01 0.01
H -1.52101 -5.67068 -2.68573 0.00 -0.02 -0.01
H -1.62438 -6.42780 -0.30164 -0.02 -0.02 0.01
C 3.53369 6.07135 2.70813 0.00 0.03 -0.02
C 3.71987 4.66280 2.72692 0.03 -0.02 -0.01
C 2.88049 4.12903 1.78666 -0.06 -0.07 -0.06
N 2.19169 5.15851 1.20339 0.07 0.00 0.00
C 2.58781 6.34557 1.75679 -0.05 0.01 -0.02
H 4.03752 6.79886 3.32231 0.00 0.00 -0.01
H 4.39308 4.10671 3.35793 -0.01 0.00 -0.01
H 2.71318 3.10830 1.48369 0.01 0.00 0.04
H 1.50235 5.05831 0.48115 0.00 0.01 0.01
H 2.16309 7.27859 1.42778 0.01 0.00 0.02



3.
81
Properties=species:S:1:pos:R:3:forces:R:3 method="wB97M-V/def2-TZVPD" multiplicity=6 molar_mass_g_mol=636.7 homo_ev="-3.091 / -4.484" total_charge=-1 total_energy_ha=-3713.85348 gap_ev="5.6 / 6.9"
Fe 0.56685 -0.74994 0.14786 -0.08 0.12 -0.52
C -2.36496 -3.48726 0.29332 0.09 0.04 0.03
O -1.88760 -2.31614 0.91232 -0.07 0.02 -0.08
C -2.00182 -2.32243 2.30390 0.03 0.00 -0.01
C -1.56805 -0.96084 2.79050 0.03 0.11 0.03
O -0.19585 -0.69504 2.51917 0.06 -0.24 -0.11
C 0.73066 -1.13313 3.50138 0.00 0.11 0.06
C 1.81862 -1.96751 2.85692 -0.03 0.10 -0.07
O 2.36988 -1.28295 1.75122 0.04 -0.02 0.11
C 3.32053 -0.28538 2.10479 -0.02 0.00 -0.03
H -3.44542 -3.59547 0.45248 0.00 -0.03 -0.01
H -1.85342 -4.37737 0.67750 0.01 -0.03 0.00
H -2.15192 -3.39849 -0.76911 0.00 -0.01 -0.01
H -1.38005 -3.11907 2.74647 -0.01 -0.01 -0.01
H -3.04337 -2.49783 2.61514 0.00 0.00 0.03
H -1.75448 -0.86244 3.86514 -0.04 0.02 0.00
H -2.13686 -0.19884 2.25672 0.02 0.01 0.03
H 0.22549 -1.69628 4.29217 0.03 -0.08 -0.02
H 1.17669 -0.24241 3.95320 -0.05 -0.02 0.08
H 1.41423 -2.90188 2.46905 -0.02 -0.01 -0.03
H 2.59328 -2.19467 3.60051 0.01 -0.03 0.00
H 4.17806 -0.75339 2.60075 0.00 0.00 0.01
H 2.88602 0.47786 2.75542 0.01 0.01 -0.02
H 3.62173 0.19519 1.17804 -0.01 0.01 0.01
C 0.30751 2.25111 3.29370 -0.01 0.01 0.00
C 0.11228 2.34659 1.80551 -0.08 0.07 -0.02
N 1.15731 2.48016 1.08821 0.14 -0.20 0.20
N 1.00349 2.90092 -0.20369 -0.11 0.24 -0.17
C 1.48504 2.21364 -1.15895 0.00 -0.11 -0.10
S 2.15740 0.61316 -1.15278 0.25 -0.02 0.14
S 1.49788 3.02127 -2.77447 -0.11 -0.12 0.01
C -0.27189 3.42458 -2.97186 0.08 0.03 0.03
C -0.64913 4.82385 -2.57778 -0.01 -0.01 0.02
C -0.27162 5.91022 -3.36281 0.00 0.01 0.00
C -0.61037 7.20312 -2.99548 -0.01 0.00 0.01
C -1.33753 7.42802 -1.83262 0.00 -0.01 0.00
C -1.72313 6.34988 -1.04891 0.00 0.00 -0.02
C -1.38161 5.05672 -1.42065 -0.02 -0.01 0.04
C -1.27226 2.39525 1.27429 0.03 0.05 -0.01
C -2.15715 3.36248 1.74185 0.00 0.02 -0.01
C -3.43860 3.49723 1.22797 0.03 -0.02 -0.04
C -3.83737 2.62643 0.21543 0.00 0.01 0.03
C -2.99133 1.63450 -0.24059 0.01 -0.03 -0.01
C -1.68902 1.46084 0.28684 -0.13 -0.03 0.24
O -0.96752 0.45494 -0.08325 0.12 -0.10 -0.12
H 1.34704 2.01177 3.51691 -0.01 0.03 0.00
H -0.35732 1.51257 3.74269 0.01 0.02 -0.02
H 0.08189 3.21833 3.75327 -0.01 0.00 0.01
H -0.82980 2.68932 -2.39289 -0.02 0.00 -0.02
H -0.47829 3.25869 -4.03031 -0.04 0.01 0.00
H 0.30532 5.73850 -4.26529 0.00 0.00 0.00
H -0.30635 8.03815 -3.61538 0.00 0.00 0.00
H -1.59873 8.43793 -1.54035 -0.01 0.00 0.00
H -2.29127 6.50861 -0.14032 0.00 0.00 0.01
H -1.67614 4.21720 -0.80368 0.01 0.01 0.01
H -1.81638 4.05193 2.50785 0.01 0.00 0.00
H -4.10031 4.27371 1.58965 -0.01 -0.01 0.00
H -4.82835 2.71945 -0.21568 0.01 0.00 -0.01
H -3.30728 0.93802 -1.00831 0.00 0.01 0.00
C 2.86121 -4.53812 0.06134 -0.03 -0.02 -0.03
C 2.25717 -3.40430 -0.73938 -0.13 -0.10 -0.11
C 3.31681 -2.63546 -1.49451 0.01 0.02 0.04
C 0.97054 -2.79245 -0.31893 0.07 0.24 0.58
C 0.91435 -3.70849 -1.55249 0.01 0.00 -0.13
C 0.78895 -3.10532 -2.87992 0.05 0.02 0.02
C 0.40811 -3.83102 -3.97009 -0.05 -0.03 0.01
C 0.05436 -5.19255 -3.85799 0.00 0.01 0.01
C 0.02873 -5.77934 -2.57854 -0.04 0.03 -0.01
C 0.40591 -5.07583 -1.46915 -0.03 0.01 0.00
H 3.59063 -4.12062 0.76383 -0.01 0.00 0.01
H 3.38746 -5.25615 -0.57651 0.01 0.01 0.01
H 2.11556 -5.08260 0.64068 0.01 0.00 0.00
H 4.15052 -2.39986 -0.82491 -0.02 0.03 0.01
H 2.94742 -1.69799 -1.89781 -0.02 0.00 -0.05
H 3.71104 -3.23104 -2.32460 0.03 -0.02 0.03
H 0.57762 -3.35573 0.53808 -0.07 -0.11 -0.06
H 1.00519 -2.04760 -2.97366 0.02 -0.01 -0.02
H 0.34724 -3.34386 -4.93703 0.00 0.01 0.00
H -0.24299 -5.75941 -4.73036 0.00 0.00 0.00
H -0.31512 -6.80243 -2.46725 -0.01 0.00 0.00
H 0.33461 -5.54323 -0.49385 0.03 -0.01 0.00